Entry from the OMol25 dataset: a molecular structure, C3H6N2O2S in a non-equilibrium geometry (ωB97M-V with the def2-TZVPD basis set).

```
14
Properties=species:S:1:pos:R:3:forces:R:3:mulliken_charge:R:1
C -0.201 1.806 -0.580 -0.54 2.74 -0.08 -0.23
C 0.794 0.832 -0.258 -2.02 -2.68 -2.93 -0.21
C 0.747 -1.436 0.734 -3.42 0.82 -4.22 -0.94
N -1.398 1.521 -0.332 -1.41 -0.39 0.26 -0.41
N 0.217 -0.033 0.723 -0.61 -1.15 0.81 -0.20
O -1.415 -1.567 -1.431 -0.11 1.76 1.83 -0.43
O -2.322 -0.144 1.415 -0.73 -0.13 1.37 -0.51
S -1.430 -0.051 0.324 0.84 -1.15 -3.41 0.68
H 0.020 2.815 -0.997 0.00 -0.90 0.09 0.36
H 0.861 0.355 -1.308 0.34 -0.15 1.11 0.28
H 1.696 1.174 -0.042 3.99 1.57 1.26 0.51
H 0.405 -1.865 -0.305 0.45 0.37 1.77 0.39
H 1.749 -1.373 0.600 3.17 -0.15 0.75 0.39
H 0.277 -2.035 1.456 0.04 -0.55 1.38 0.31
```
Positions in Å, forces in eV/Å.

Summary:
Energy = -775.8330 a.u.
Frontier orbital gap (spin up / spin down) = 8.3589 / 8.3480 eV
F_max = 5.490 eV/Å
Charge = 0
Relative energy (zero: lowest compared OMol25 entry of this formula, charge and spin) = 192.7 kcal/mol

Entry from the OMol25 dataset: C3H6N2O3 in the gas phase in a non-equilibrium geometry (ωB97M-V with the def2-TZVPD basis set).

```
14
Properties=species:S:1:pos:R:3:forces:R:3:mulliken_charge:R:1
C -2.522 0.302 -0.060 -3.18 -1.66 0.03 -0.58
C -0.476 -0.320 -0.032 3.68 2.18 1.83 0.72
C 2.368 0.135 0.184 2.06 0.01 -2.06 0.06
H -2.349 1.386 0.130 -0.38 -1.00 -0.08 0.28
H -2.664 -0.352 0.962 0.35 1.94 -2.60 0.29
H -3.379 0.038 -0.785 0.82 1.07 1.59 0.22
H 1.318 -1.196 1.018 -0.14 -0.83 2.04 0.34
H 3.066 0.027 0.990 0.60 0.43 0.63 0.36
H 1.685 1.017 -1.352 1.39 -0.37 0.23 0.28
N 1.722 -1.113 0.127 -1.96 1.09 -0.96 -0.22
N 2.531 1.018 -0.720 -2.27 0.07 0.82 -0.61
O -1.450 -0.247 -0.846 -1.75 -0.04 0.33 -0.29
O -0.350 0.317 1.022 0.06 -2.01 -1.38 -0.56
O 0.501 -1.011 -0.639 0.74 -0.88 -0.42 -0.29
```
Positions in Å, forces in eV/Å.

Summary:
Energy = -453.0436 a.u.
Frontier orbital gap = 11.0283 eV
F_max = 4.651 eV/Å
Charge = 0
SMILES string = [H]/N=C\NOC(=O)OC
Relative energy (zero: lowest compared OMol25 entry of this formula, charge and spin) = 98.8 kcal/mol

Entry from the OMol25 dataset: C3H6N2O3 in the gas phase in a non-equilibrium geometry (ωB97M-V with the def2-TZVPD basis set).

```
14
Properties=species:S:1:pos:R:3:forces:R:3:mulliken_charge:R:1
C 1.461 0.077 0.623 -1.62 -1.02 1.82 -0.93
C -0.508 -0.226 -0.931 -0.16 0.84 0.55 -0.25
C -1.405 -1.193 -0.232 -1.47 -2.73 -1.15 0.52
H 1.447 0.350 1.697 0.09 0.20 -0.61 0.28
H 1.300 -1.019 0.649 0.23 0.52 -0.25 0.37
H 2.444 0.285 0.244 0.08 0.53 -0.78 0.33
H -1.083 0.491 -1.493 -0.69 0.01 -0.35 0.42
H 0.046 -0.793 -1.636 0.89 -0.50 -0.52 0.34
H -1.405 -0.069 1.188 -0.86 -0.52 0.48 0.39
N 0.250 0.621 -0.048 1.59 0.01 -0.21 0.29
N 0.180 1.921 -0.424 0.35 0.76 1.12 -0.28
O -1.919 -0.891 0.975 1.52 1.30 -0.47 -0.47
O -1.704 -2.226 -0.813 0.31 1.40 1.03 -0.56
O 0.896 2.673 0.201 -0.25 -0.80 -0.65 -0.44
```
Positions in Å, forces in eV/Å.

Summary:
Energy = -453.0690 a.u.
Frontier orbital gap = 10.2446 eV
F_max = 3.312 eV/Å
Charge = 0
SMILES string = CN(CC(=O)O)N=O
Relative energy (zero: lowest compared OMol25 entry of this formula, charge and spin) = 82.9 kcal/mol

Entry from the OMol25 dataset: C3H6N2O3 in the gas phase in a non-equilibrium geometry (ωB97M-V with the def2-TZVPD basis set).

```
14
Properties=species:S:1:pos:R:3:forces:R:3:mulliken_charge:R:1
C -1.704 0.402 -0.463 -0.50 -0.19 0.24 -0.87
N -0.678 -0.260 0.309 0.02 1.46 0.96 0.10
C 1.457 -0.490 -0.051 2.81 0.45 2.50 0.63
C 0.548 0.402 0.763 -2.12 -2.20 -3.08 0.37
O -0.909 -1.646 0.402 0.11 0.17 0.22 -0.44
O 2.077 0.195 -1.012 -0.18 0.09 -0.34 -0.44
N 0.750 1.577 1.127 0.41 0.28 0.33 -0.59
O 1.742 -1.636 0.259 -0.59 0.30 -0.69 -0.64
H -0.050 -2.052 0.636 -0.05 0.17 -0.25 0.37
H 2.800 -0.338 -1.374 -0.23 -0.23 -0.02 0.36
H -0.061 2.120 1.403 -0.23 -0.26 0.06 0.27
H -1.611 0.160 -1.525 0.13 0.05 -0.03 0.27
H -2.708 0.084 -0.158 0.23 0.00 0.15 0.29
H -1.652 1.480 -0.316 0.19 -0.10 -0.04 0.32
```
Positions in Å, forces in eV/Å.

Summary:
Energy = -453.0427 a.u.
Frontier orbital gap (spin up / spin down) = 9.2227 / 9.2221 eV
F_max = 4.339 eV/Å
Charge = 0
SMILES string = [H]/N=C(/C(=O)O)N(C)O
Relative energy (zero: lowest compared OMol25 entry of this formula, charge and spin) = 99.3 kcal/mol

Entry from the OMol25 dataset: C3H6N2O4 in the gas phase in a non-equilibrium geometry (ωB97M-V with the def2-TZVPD basis set).

```
15
Properties=species:S:1:pos:R:3:forces:R:3:mulliken_charge:R:1
C 1.147 1.440 -0.370 -0.95 0.34 0.03 -0.86
C -0.759 0.087 0.711 -0.02 0.11 0.31 -0.75
C -1.966 -0.392 -0.079 1.10 -0.70 -1.11 0.64
H 1.870 1.741 0.390 0.08 -0.16 -0.03 0.29
H 0.364 2.228 -0.434 0.46 -0.68 0.00 0.41
H 1.625 1.334 -1.338 0.12 0.13 0.02 0.28
H -0.649 -0.684 1.478 0.25 0.47 0.42 0.41
H -0.980 1.091 1.105 0.06 -0.57 0.06 0.37
H -0.932 -1.972 -0.388 -0.01 -0.08 -0.03 0.40
N 0.481 0.174 -0.047 0.37 -0.36 0.03 0.04
N 1.298 -0.936 -0.031 -0.14 1.55 -0.49 1.15
O -1.791 -1.606 -0.667 -0.32 0.59 0.39 -0.48
O -2.945 0.256 -0.227 -0.96 0.36 0.05 -0.52
O 0.793 -1.996 0.275 -0.36 -0.84 0.32 -0.73
O 2.442 -0.765 -0.378 0.32 -0.15 0.05 -0.65
```
Positions in Å, forces in eV/Å.

Summary:
Energy = -528.2856 a.u.
Frontier orbital gap = 10.5847 eV
F_max = 1.715 eV/Å
Charge = 0
SMILES string = CN(CC(=O)O)[N+](=O)[O-]
Relative energy (zero: lowest compared OMol25 entry of this formula, charge and spin) = 107.1 kcal/mol

Entry from the OMol25 dataset: C3H6N2OS in the gas phase in a non-equilibrium geometry (ωB97M-V with the def2-TZVPD basis set).

```
13
Properties=species:S:1:pos:R:3:forces:R:3:mulliken_charge:R:1
C -2.244 1.887 -0.080 2.57 1.49 0.02 -0.86
C -0.675 0.296 -0.873 -0.86 -2.05 -1.31 0.65
C 1.014 -0.354 0.722 0.12 -1.14 0.37 -0.15
H -2.079 2.512 -0.971 -0.78 -0.11 0.22 0.36
H -2.298 2.548 0.796 -0.01 -0.34 -0.31 0.22
H -3.066 1.235 -0.119 -1.04 -0.93 -0.31 0.37
H -1.747 0.905 -2.269 -0.36 -1.12 0.13 0.26
H 0.676 -1.296 -1.068 -0.32 0.49 0.28 0.26
H 0.731 0.470 1.376 -0.16 0.02 -0.64 0.31
N -1.278 0.022 -1.984 0.98 2.02 0.65 -0.69
N 0.356 -0.545 -0.451 -0.02 0.90 0.37 -0.10
O -0.988 1.165 0.077 -0.56 0.79 0.40 -0.33
S 2.098 -1.437 1.255 0.47 -0.02 0.12 -0.32
```
Positions in Å, forces in eV/Å.

Summary:
Energy = -700.8235 a.u.
Frontier orbital gap = 8.9446 eV
F_max = 2.964 eV/Å
Charge = 0
SMILES string = [H]/N=C(/NC=S)OC
Relative energy (zero: lowest compared OMol25 entry of this formula, charge and spin) = 41.2 kcal/mol

Entry from the OMol25 dataset: C3H6N2OS in the gas phase in a non-equilibrium geometry (ωB97M-V with the def2-TZVPD basis set).

```
13
Properties=species:S:1:pos:R:3:forces:R:3:mulliken_charge:R:1
C -2.510 -0.218 -0.178 -2.27 1.07 -0.07 -0.91
C -0.194 0.645 0.484 1.23 0.23 0.46 -0.08
C 2.401 -0.783 -0.122 -0.80 -2.72 2.14 0.20
H -3.170 -0.969 -0.690 0.62 0.56 0.72 0.28
H -2.982 0.086 0.823 0.65 -0.75 -1.27 0.29
H -2.627 0.736 -0.816 0.84 -1.52 0.74 0.31
H -0.911 1.303 1.050 0.86 -0.65 -0.68 0.37
H 2.657 1.118 -0.660 0.96 0.78 -0.31 0.27
H 3.546 -0.922 -0.308 -1.94 0.17 -0.18 0.28
N 0.987 1.153 0.306 -2.87 0.06 0.67 -0.60
N 1.968 0.493 -0.344 0.38 -1.72 -0.23 0.09
O 1.700 -1.691 0.419 2.39 2.94 -1.75 -0.59
S -0.867 -0.951 0.036 -0.04 1.54 -0.24 0.08
```
Positions in Å, forces in eV/Å.

Summary:
Energy = -700.7861 a.u.
Frontier orbital gap = 9.4378 eV
F_max = 4.179 eV/Å
Charge = 0
SMILES string = CS/C=N\NC=O
Relative energy (zero: lowest compared OMol25 entry of this formula, charge and spin) = 64.7 kcal/mol

Entry from the OMol25 dataset: C3H6N2OS in the gas phase in a non-equilibrium geometry (ωB97M-V with the def2-TZVPD basis set).

```
13
Properties=species:S:1:pos:R:3:forces:R:3:mulliken_charge:R:1
C 0.679 -0.729 0.256 2.53 0.41 1.32 0.47
C 0.268 0.828 -1.470 -2.33 -1.12 -2.53 -0.04
C -0.268 -0.332 1.410 -1.40 0.49 1.67 -1.27
N -0.012 -1.750 -0.630 0.42 -1.05 2.15 0.07
N -0.664 -1.371 -1.499 -0.45 2.03 -2.02 -0.38
O 1.113 0.309 -0.658 1.26 -0.59 1.37 -0.32
S -0.870 2.088 -1.055 -0.24 0.34 -0.23 -0.13
H 1.700 -1.172 0.699 -2.42 0.94 -1.10 0.25
H 0.434 0.844 -2.580 0.51 -0.14 1.29 0.28
H -1.305 0.097 1.166 1.57 -0.85 -0.52 0.34
H 0.101 0.481 2.189 -0.01 -2.04 -1.63 0.31
H -0.516 -1.325 1.928 0.55 1.52 -0.37 0.34
H -0.661 2.033 0.244 0.01 0.07 0.59 0.08
```
Positions in Å, forces in eV/Å.

Summary:
Energy = -700.6987 a.u.
Frontier orbital gap = 7.4942 eV
F_max = 3.617 eV/Å
Charge = 0
Relative energy (zero: lowest compared OMol25 entry of this formula, charge and spin) = 119.6 kcal/mol

Entry from the OMol25 dataset: a molecular structure, C3H6N2OS in a non-equilibrium geometry (ωB97M-V with the def2-TZVPD basis set).

```
13
Properties=species:S:1:pos:R:3:forces:R:3:mulliken_charge:R:1
C 0.739 -0.302 1.101 1.23 2.77 -0.03 -0.48
C -0.796 -0.469 -1.169 -0.08 0.15 1.47 -0.11
C 0.081 -1.461 0.606 -1.99 -4.76 3.91 -0.23
N -0.380 -1.567 -0.689 -0.82 1.97 -3.00 -0.41
N -0.471 2.237 -0.996 1.03 -0.94 0.05 -0.54
O -2.272 1.492 0.452 -2.16 -0.29 0.00 -0.63
S -0.995 0.990 0.030 3.19 -0.58 0.33 0.55
H 0.667 -0.220 2.226 -0.26 -0.03 -1.04 0.18
H -1.087 -0.328 -2.166 -0.77 0.07 -1.31 0.47
H 0.636 -2.482 0.739 -0.27 2.05 0.64 0.35
H -0.866 -1.601 1.291 1.25 -0.56 -1.08 0.28
H -0.796 3.120 -0.615 0.11 -0.13 0.16 0.28
H 0.555 2.188 -1.047 -0.45 0.28 -0.10 0.30
```
Positions in Å, forces in eV/Å.

Summary:
Energy = -700.6154 a.u.
Frontier orbital gap (spin up / spin down) = 7.9386 / 7.9392 eV
F_max = 6.476 eV/Å
Charge = 0
Relative energy (zero: lowest compared OMol25 entry of this formula, charge and spin) = 171.8 kcal/mol

Entry from the OMol25 dataset: C3H6N2OS in the gas phase in a non-equilibrium geometry (ωB97M-V with the def2-TZVPD basis set).

```
13
Properties=species:S:1:pos:R:3:forces:R:3:mulliken_charge:R:1
C 0.451 -0.501 -0.210 -0.10 0.08 -0.07 0.31
C -0.136 -0.349 1.159 0.04 -0.12 0.22 0.11
C -0.308 0.979 1.752 0.11 0.38 -0.45 -0.36
H -0.363 -0.841 -3.212 -0.08 -0.08 0.10 0.15
H -1.108 0.651 -0.876 0.08 -0.10 -0.02 0.32
H 1.757 -1.265 -1.358 -0.20 0.02 0.87 0.24
H 0.012 -1.198 1.823 0.06 0.09 -0.20 0.38
H -0.298 1.067 2.824 0.09 0.13 0.25 0.28
H -0.024 1.864 1.165 -0.09 -0.39 0.33 0.24
N -0.206 0.290 -1.156 0.14 -0.28 -0.04 -0.32
N 1.452 -1.266 -0.359 -0.02 0.15 -1.01 -0.67
O -1.422 0.258 1.240 -0.15 -0.03 -0.14 -0.47
S 0.193 0.311 -2.792 0.13 0.15 0.15 -0.22
```
Positions in Å, forces in eV/Å.

Summary:
Energy = -700.7936 a.u.
Frontier orbital gap = 10.4245 eV
F_max = 1.021 eV/Å
Charge = 0
SMILES string = [H]/N=C(\NS)[C@H]1CO1
Relative energy (zero: lowest compared OMol25 entry of this formula, charge and spin) = 60.0 kcal/mol